Here is a structure of composition C27H20AsO2ReS9Si from OMol25. Energies are from the ωB97M-V functional and the def2-TZVPD basis.

The highest occupied orbital energy is -7.97 eV. For the LUMO energy, the calculation gives -2.03 eV. Its spin multiplicity is 1.

Positions of all 61 atoms, in Å:
Re: 0.8620 -0.5230 1.5544
S: -0.2007 6.6644 0.6816
As: -0.4132 4.6534 0.7094
S: 0.9467 1.5690 2.3166
S: -1.0008 2.1696 2.6953
S: -0.7530 4.1992 2.8955
O: 5.9993 -4.9284 0.3427
C: 5.0953 -4.1859 0.5742
S: 5.3192 -2.5354 1.2084
C: 3.6200 -2.1458 1.2589
C: 2.7355 -3.0772 0.8628
S: 1.0293 -2.8080 0.8375
S: 3.3828 -4.6088 0.3380
S: 3.0882 -0.5554 1.7346
O: -0.0309 -0.1328 -0.0120
Si: -0.4442 -0.0022 -1.6155
C: 0.9971 -0.5754 -2.6453
C: 2.2646 -0.8070 -2.1120
C: 3.3126 -1.2368 -2.9132
C: 3.1081 -1.4393 -4.2682
C: 1.8566 -1.2097 -4.8202
C: 0.8129 -0.7841 -4.0148
C: -1.9710 -1.0280 -1.8717
C: -2.7922 -0.8130 -2.9812
C: -3.9121 -1.5987 -3.2036
C: -4.2344 -2.6110 -2.3117
C: -3.4373 -2.8336 -1.1999
C: -2.3143 -2.0486 -0.9841
C: -0.8387 1.7853 -1.9594
C: 0.1064 2.6444 -2.5260
C: -0.1965 3.9774 -2.7726
C: -1.4553 4.4696 -2.4627
C: -2.4079 3.6323 -1.8957
C: -2.0996 2.3027 -1.6449
H: 2.4462 -0.6552 -1.0554
H: 4.2855 -1.4161 -2.4761
H: 3.9218 -1.7784 -4.8937
H: 1.6931 -1.3689 -5.8767
H: -0.1600 -0.6227 -4.4605
H: -2.5652 -0.0132 -3.6746
H: -4.5362 -1.4180 -4.0682
H: -5.1101 -3.2236 -2.4817
H: -3.6887 -3.6191 -0.4999
H: -1.7016 -2.2350 -0.1106
H: 1.0868 2.2666 -2.7839
H: 0.5468 4.6305 -3.2097
H: -1.6920 5.5078 -2.6552
H: -3.3912 4.0156 -1.6540
H: -2.8515 1.6580 -1.2083
S: -0.3555 -1.3557 3.2706
C: -0.3177 -0.3891 4.7651
C: 0.8163 0.2538 5.2400
C: 0.7686 0.9194 6.4546
C: -0.3998 0.9373 7.2024
C: -1.5232 0.2695 6.7373
C: -1.4829 -0.3980 5.5247
H: 1.7445 0.2223 4.6771
H: 1.6559 1.4199 6.8181
H: -0.4311 1.4597 8.1487
H: -2.4360 0.2700 7.3162
H: -2.3573 -0.9171 5.1584